(1)
# C35H41N5O2STi

A molecular structure, C35H41N5O2STi at a distorted geometry (the ωB97M-V functional and the def2-TZVPD basis, OMol25).

Strongest force on any atom = 2.31 eV/A
E_LUMO (spin up / spin down) = 2.40 / 2.40 eV
Molecular weight = 643.68 g/mol
Multiplicity = 4
Net charge = -1
Calculated total energy = -82456.6624 eV
Highest occupied orbital energy (spin up / spin down) = -1.52 / -4.08 eV

The geometry in XYZ format:
```
85
Properties=species:S:1:pos:R:3:lowdin_charge:R:1
Ti -0.101 0.548 0.083 0.806
C -1.938 2.799 2.456 -0.162
C -1.208 3.749 1.704 -0.153
C -1.137 3.312 0.393 -0.157
C -1.811 2.054 0.291 -0.312
C -2.327 1.780 1.604 -0.198
H -2.129 2.849 3.520 0.084
H -0.759 4.648 2.103 0.084
H -0.712 3.862 -0.436 0.091
H -2.290 1.724 -0.626 0.068
H -2.969 0.952 1.876 0.067
O 0.768 1.564 -1.131 -0.328
N 0.514 1.921 -2.409 -0.182
C 1.232 2.978 -2.954 -0.083
C 1.230 3.191 -4.302 -0.143
C 0.501 2.347 -5.152 -0.151
C -0.254 1.300 -4.563 -0.157
C -0.253 1.078 -3.208 -0.669
S -1.130 -0.167 -2.407 0.707
H 1.754 3.602 -2.245 0.101
H 1.791 4.028 -4.697 0.087
H 0.492 2.490 -6.224 0.067
H -0.862 0.641 -5.167 0.082
C 2.703 -0.695 -2.494 -0.018
C 1.880 -1.944 -2.343 -0.215
C 1.797 -2.857 -3.382 -0.054
C 1.107 -4.052 -3.237 -0.098
C 0.487 -4.330 -2.034 -0.078
C 0.523 -3.423 -0.979 -0.229
C -0.135 -3.802 0.327 -0.045
C 1.207 -2.210 -1.133 -0.251
N 1.204 -1.251 -0.100 0.014
C 2.227 -1.172 0.746 -0.284
C 3.332 -2.201 0.778 -0.016
C 2.241 -0.101 1.659 -0.269
C 3.382 0.013 2.640 -0.016
N 1.245 0.802 1.616 0.003
C 1.260 1.795 2.629 -0.227
C 1.946 3.008 2.458 -0.227
C 2.615 3.327 1.152 -0.022
C 2.018 3.895 3.524 -0.065
C 1.420 3.609 4.740 -0.096
C 0.733 2.417 4.898 -0.064
C 0.652 1.502 3.860 -0.224
C -0.091 0.203 4.018 -0.031
H 2.804 -0.413 -3.542 0.085
H 3.706 -0.858 -2.084 0.083
H 2.261 0.128 -1.941 0.056
H 2.280 -2.628 -4.325 0.108
H 1.068 -4.762 -4.055 0.092
H -0.027 -5.277 -1.896 0.104
H -1.160 -4.137 0.148 0.066
H -0.153 -2.962 1.014 0.053
H 0.400 -4.630 0.800 0.080
H 3.115 -3.013 0.088 0.077
H 3.439 -2.615 1.783 0.080
H 4.296 -1.769 0.496 0.081
H 4.338 -0.121 2.130 0.078
H 3.319 -0.748 3.424 0.086
H 3.380 0.988 3.120 0.076
H 3.559 2.783 1.044 0.084
H 2.824 4.395 1.080 0.077
H 1.969 3.028 0.334 0.050
H 2.554 4.829 3.394 0.103
H 1.489 4.313 5.561 0.092
H 0.244 2.197 5.841 0.102
H -0.678 0.203 4.936 0.075
H 0.600 -0.645 4.043 0.077
H -0.758 0.062 3.167 0.049
N -1.405 -0.830 0.722 0.111
C -2.279 -1.203 0.052 -0.278
N -3.358 -1.652 -0.518 -0.062
C -4.652 -1.005 -0.314 -0.090
C -5.685 -2.113 -0.179 -0.187
O -5.691 -2.955 -1.319 -0.131
C -4.420 -3.545 -1.555 -0.180
C -3.330 -2.496 -1.714 -0.141
H -4.885 -0.382 -1.182 0.141
H -4.621 -0.378 0.576 0.131
H -6.689 -1.701 -0.092 0.126
H -5.458 -2.704 0.720 0.128
H -4.521 -4.133 -2.466 0.127
H -4.163 -4.215 -0.722 0.125
H -3.521 -1.878 -2.594 0.108
H -2.345 -2.947 -1.829 0.115
```



(2)
# C2H7NS

2 unconnected molecules or ions with the total composition C2H7NS at a distorted geometry (the ωB97M-V functional and the def2-TZVPD basis, OMol25).

Strongest force on any atom = 3.36 eV/A
E_LUMO (spin up / spin down) = 2.57 / 2.55 eV
Molecular weight = 77.15 g/mol
ΔE to the lowest compared entry with this formula, charge and spin = 63.27 kcal/mol
Multiplicity = 2
Net charge = -1
Calculated total energy = -14509.0063 eV
Highest occupied orbital energy (spin up / spin down) = 0.48 / -2.36 eV

The geometry in XYZ format:
```
11
Properties=species:S:1:pos:R:3:lowdin_charge:R:1
S -5.362 -0.212 0.219 0.268
H -3.952 -0.069 0.246 -0.196
C 0.875 -0.260 -0.072 -0.309
C 3.105 0.046 -0.592 -0.396
N 1.998 -0.435 -1.100 -0.252
H 0.015 -0.086 -0.623 -0.019
H 0.811 -1.165 0.609 0.027
H 1.018 0.547 0.757 0.047
H 3.092 1.095 -0.156 -0.022
H 4.169 -0.350 -0.512 -0.031
H -5.769 0.890 1.224 -0.116
```



(3)
# C21H18B3Cl48NO6

13 unconnected molecules or ions with the total composition C21H18B3Cl48NO6 at a distorted geometry (the ωB97M-V functional and the def2-TZVPD basis, OMol25).

Strongest force on any atom = 2.61 eV/A
E_LUMO = 0.01 eV
Molecular weight = 2114.56 g/mol
ΔE to the lowest compared entry with this formula, charge and spin = 30.41 kcal/mol
Multiplicity = 1
Calculated total energy = -638952.8297 eV
Highest occupied orbital energy = -9.67 eV

The geometry in XYZ format:
```
97
Properties=species:S:1:pos:R:3:lowdin_charge:R:1
C -0.782 0.138 4.812 -0.071
C -0.588 0.086 3.278 -0.225
O -1.464 0.950 2.509 -0.061
C -2.519 1.441 3.229 -0.491
O -3.484 0.830 3.531 0.174
C -2.444 2.934 3.626 -0.102
C -2.684 3.872 2.423 -0.218
C -4.086 3.715 1.750 -0.036
B -5.270 3.425 2.778 -0.573
O -5.265 4.146 3.985 0.217
B -6.516 4.004 4.596 -0.373
O -7.139 2.760 4.678 0.230
B -6.955 1.984 3.535 -0.793
N -7.453 0.636 3.404 0.083
C -7.880 0.035 4.687 -0.026
C -6.582 -0.218 2.654 -0.469
C -6.582 -0.164 1.102 0.027
O -5.870 -1.013 3.156 0.122
O -6.260 2.515 2.413 0.118
H -1.727 -0.322 5.152 0.083
H -0.688 1.144 5.254 0.081
H 0.017 -0.496 5.248 0.086
H -0.717 -0.964 2.957 0.130
H 0.441 0.419 3.081 0.032
H -3.054 3.145 4.514 0.086
H -1.385 3.092 3.936 0.109
H -2.472 4.921 2.698 0.056
H -1.931 3.618 1.649 0.092
H -4.329 4.707 1.300 0.121
H -4.083 3.009 0.899 0.116
H -7.026 4.959 5.084 0.124
H -8.970 0.204 4.784 0.099
H -7.348 0.414 5.572 0.097
H -7.757 -1.061 4.694 0.096
H -5.673 0.377 0.785 0.088
H -7.472 0.419 0.800 0.081
H -6.619 -1.191 0.718 0.087
C -9.514 4.431 1.178 -1.949
Cl -8.397 3.662 2.323 0.818
Cl -10.687 5.428 2.058 0.542
Cl -8.592 5.449 0.065 0.521
Cl -10.371 3.180 0.265 0.538
C 2.791 0.868 0.799 -2.020
Cl 1.098 1.383 0.775 0.573
Cl 3.204 0.259 2.412 0.536
Cl 3.036 -0.414 -0.393 0.514
Cl 3.832 2.246 0.408 0.528
C 6.075 -2.166 -2.971 -2.036
Cl 6.807 -2.045 -1.364 0.503
Cl 4.465 -2.891 -2.837 0.501
Cl 5.937 -0.550 -3.679 0.529
Cl 7.090 -3.184 -4.003 0.506
C 0.385 6.302 2.362 -2.022
Cl -0.111 6.729 4.004 0.511
Cl -0.988 6.513 1.265 0.563
Cl 1.718 7.345 1.846 0.534
Cl 0.913 4.612 2.331 0.528
C 4.892 -5.548 0.203 -2.022
Cl 5.974 -5.754 -1.182 0.471
Cl 5.496 -6.499 1.570 0.533
Cl 4.833 -3.837 0.649 0.493
Cl 3.270 -6.105 -0.232 0.505
C 9.666 -4.707 -7.094 -2.033
Cl 10.739 -4.994 -8.476 0.512
Cl 10.251 -5.622 -5.694 0.515
Cl 9.656 -2.981 -6.707 0.473
Cl 8.020 -5.233 -7.493 0.502
C -7.861 5.054 -4.091 -2.046
Cl -8.654 3.948 -2.962 0.493
Cl -6.733 4.150 -5.112 0.523
Cl -9.081 5.836 -5.108 0.523
Cl -6.974 6.288 -3.180 0.508
C -2.211 6.324 7.388 -2.041
Cl -3.154 5.394 6.212 0.568
Cl -3.089 6.400 8.922 0.530
Cl -0.643 5.543 7.641 0.518
Cl -1.959 7.965 6.769 0.513
C 7.095 -9.344 -2.981 -2.037
Cl 8.503 -10.217 -2.357 0.526
Cl 6.143 -10.421 -4.014 0.525
Cl 6.100 -8.785 -1.631 0.489
Cl 7.639 -7.947 -3.927 0.502
C 13.335 -1.414 -5.707 -2.036
Cl 12.196 -0.070 -5.524 0.519
Cl 14.568 -1.319 -4.441 0.524
Cl 12.460 -2.944 -5.571 0.481
Cl 14.111 -1.318 -7.295 0.524
C -0.419 -7.779 -1.746 -2.052
Cl -0.648 -7.204 -0.088 0.517
Cl 1.255 -8.312 -1.957 0.500
Cl -1.515 -9.132 -2.058 0.522
Cl -0.766 -6.464 -2.879 0.520
C 7.886 -3.716 -11.592 -2.030
Cl 6.901 -2.375 -12.196 0.525
Cl 9.249 -3.988 -12.689 0.523
Cl 8.497 -3.324 -9.980 0.481
Cl 6.897 -5.183 -11.505 0.522
```



(4)
# C4H8N2

A single C4H8N2 molecule at a distorted geometry (the ωB97M-V functional and the def2-TZVPD basis, OMol25).

Strongest force on any atom = 4.13 eV/A
E_LUMO = 0.38 eV
Molecular weight = 84.12 g/mol
ΔE to the lowest compared entry with this formula, charge and spin = 118.79 kcal/mol
SMILES string = C=C1[C@H](N)N1C
Multiplicity = 1
Calculated total energy = -7252.7240 eV
Highest occupied orbital energy = -7.35 eV

The geometry in XYZ format:
```
14
Properties=species:S:1:pos:R:3:lowdin_charge:R:1
C 2.053 -0.128 -0.009 0.056
C 0.746 -0.002 -0.341 -0.415
C -0.245 -0.019 -1.336 -0.133
N -1.392 0.780 -1.356 0.061
N -0.194 -0.794 0.273 -0.067
C -0.610 -0.434 1.613 -0.130
H 2.745 0.695 -0.118 0.035
H 2.411 -0.987 0.535 0.054
H 0.111 -0.271 -2.337 0.145
H -1.446 1.576 -0.728 0.097
H -2.020 0.646 -2.136 0.084
H -0.066 -1.042 2.339 0.074
H -1.677 -0.636 1.738 0.068
H -0.416 0.616 1.863 0.070
```